No. 1
Entry from OMol25: a 7-piece molecular cluster, C6H32B2O8 overall at a distorted geometry (the ωB97M-V functional and the def2-TZVPD basis).

Gap between HOMO and LUMO: 7.92 eV
M: 253.94 g/mol
HOMO level: -0.3386 hartree
Relative energy (zero: lowest compared OMol25 entry of this formula, charge and spin): 0.0 kcal/mol
LUMO: -1.293 eV

Last column: natural (NBO) charge in e.
Geometry (Å):
O: 22.322072 11.097747 7.764905  -0.88
H: 21.819202 10.661162 7.029665  0.56
H: 21.786392 11.920429 7.966833  0.58
H: 23.272334 11.326903 7.449605  0.57
O: 20.551927 11.457715 2.995329  -0.81
H: 21.329750 12.008255 2.778905  0.55
H: 19.848169 11.641837 2.345472  0.55
H: 20.229224 11.614847 3.995559  0.56
B: 20.248853 11.448905 5.858795  -0.64
H: 20.553583 12.511786 6.337986  -0.05
H: 21.251503 10.996385 5.323563  -0.02
H: 19.926774 10.733253 6.758128  -0.04
H: 19.366701 11.579429 5.010628  -0.04
B: 23.912059 13.332730 7.380030  -0.67
H: 24.476271 12.232932 7.476459  -0.07
H: 22.971338 13.370336 6.613618  -0.05
H: 23.592241 13.613812 8.524458  -0.08
H: 24.798966 14.090815 7.056853  0.00
C: 20.208162 14.032450 9.327524  -0.09
C: 19.009245 13.694674 8.474192  -0.10
O: 19.251287 14.079637 7.124049  -0.77
O: 21.257015 13.115459 9.110177  -0.78
H: 19.931292 14.083551 10.384743  0.17
H: 20.494888 15.026439 8.968606  0.19
H: 18.142289 14.224460 8.862148  0.19
H: 18.818258 12.614124 8.475808  0.17
H: 19.869143 13.457399 6.716421  0.49
H: 22.101793 13.605422 9.060337  0.53
C: 18.546557 7.927901 7.914127  -0.10
C: 18.831426 6.558819 8.438863  -0.08
O: 19.580581 6.566390 9.643611  -0.72
O: 19.741365 8.385953 7.276606  -0.76
H: 18.390772 8.588771 8.769239  0.18
H: 17.715432 7.880619 7.205890  0.17
H: 19.213471 5.848394 7.698743  0.17
H: 17.872059 6.121681 8.746906  0.18
H: 20.489254 6.845137 9.496813  0.47
H: 19.648600 9.315942 7.002867  0.48
C: 16.744835 12.329266 5.505552  -0.08
C: 15.685553 12.052152 4.460884  -0.07
O: 15.903862 10.718365 3.977453  -0.74
O: 16.805066 13.719756 5.809176  -0.75
H: 17.701291 12.071195 5.012049  0.15
H: 16.698286 11.630323 6.352346  0.16
H: 15.851470 12.713103 3.610219  0.17
H: 14.673391 12.165036 4.851148  0.17
H: 15.148570 10.161725 4.173542  0.47
H: 17.549368 13.843248 6.424924  0.50

Atoms 1-2, force components in eV/Å:
O -0.334 -1.359 -0.532
H 0.363 0.157 0.321

***

No. 2
Entry from OMol25: C27H32AlCl2N2O4 as an isolated structure at a distorted geometry (the ωB97M-V functional and the def2-TZVPD basis).

Gap between HOMO and LUMO (spin up / spin down): 3.81 / 3.22 eV
M: 546.45 g/mol
HOMO level (spin up / spin down): -0.0507 / -0.0294 hartree
Charge: -1
LUMO (spin up / spin down): 2.428 / 2.420 eV

Last column: natural (NBO) charge in e.
Geometry (Å):
Al: -0.648004 0.484006 0.325857  1.98
Cl: -2.629307 0.079950 1.084074  -0.61
N: 0.226779 -0.481042 1.912065  -0.76
N: -1.274246 0.357827 -1.621539  -0.76
C: 0.599598 -1.720151 2.233956  0.67
C: -1.436771 -0.585910 -2.549342  0.67
C: 0.275583 0.312384 3.214727  0.09
C: 0.059776 -0.782293 4.239188  -0.08
C: -0.745752 1.420434 3.373251  -0.66
C: 1.672860 0.910775 3.327457  -0.62
H: -1.759344 1.034471 3.245744  0.23
H: -0.568113 2.259236 2.683667  0.27
H: -0.650383 1.801543 4.404833  0.21
H: 2.433296 0.116648 3.332002  0.20
H: 1.745445 1.490932 4.259171  0.21
H: 1.858790 1.573579 2.471962  0.26
C: -2.004184 1.589458 -2.153931  0.09
C: -3.010578 0.966173 -3.102718  -0.08
C: -0.986926 2.433713 -2.910439  -0.62
C: -2.693511 2.464681 -1.127480  -0.66
H: -3.374150 1.876130 -0.508738  0.23
H: -3.293402 3.204687 -1.685020  0.21
H: -1.977517 3.012142 -0.496562  0.27
H: -0.521216 1.846416 -3.715237  0.20
H: -0.203648 2.779602 -2.220350  0.26
H: -1.500100 3.305652 -3.344106  0.21
O: -2.476154 -0.382082 -3.354495  -0.48
H: -3.097937 1.488417 -4.067598  0.20
H: -4.003779 0.858833 -2.648986  0.19
O: 0.424577 -2.018806 3.517019  -0.48
H: -0.990761 -0.863854 4.542986  0.19
H: 0.699008 -0.697498 5.130184  0.20
C: 1.267944 -2.773559 1.390918  -0.50
C: -0.580482 -1.779786 -2.880085  -0.50
C: -0.501793 -2.878927 -1.842853  -0.08
H: 0.450175 -1.411436 -3.033776  0.24
H: -0.945109 -2.201131 -3.833447  0.23
C: 0.657684 -3.068786 -1.064675  -0.35
C: 0.428965 -3.381851 0.290921  -0.11
H: 1.668555 -2.848748 -1.453664  0.18
C: -0.575802 -4.337897 0.547926  0.06
C: -1.531028 -4.543581 -0.452213  -0.34
C: -0.640540 -5.125646 1.823977  -0.65
C: -1.541116 -3.812700 -1.645766  -0.02
H: -2.329661 -5.264416 -0.275686  0.18
C: -2.623553 -4.052318 -2.660397  -0.63
H: -3.207505 -4.937339 -2.376639  0.21
H: -2.197125 -4.252088 -3.654275  0.20
H: -3.322280 -3.208407 -2.751453  0.21
H: 0.319545 -5.618178 2.030779  0.20
H: -1.396918 -5.914668 1.736303  0.21
H: -0.902336 -4.510665 2.694839  0.21
H: 1.624478 -3.573615 2.063913  0.23
H: 2.146581 -2.302484 0.913277  0.24
Cl: 6.381867 5.060703 -0.801134  -0.07
C: 4.817224 4.405971 -0.568235  -0.19
C: 3.708737 5.266297 -0.531688  -0.26
C: 2.443923 4.728297 -0.281183  -0.23
C: 2.285831 3.353295 -0.081116  -0.20
C: 3.388223 2.486125 -0.177602  -0.26
C: 4.666711 3.016905 -0.401074  -0.24
C: 0.920777 2.833233 0.230477  0.67
O: -0.014217 3.511545 0.675210  -0.76
O: 0.810705 1.522313 0.014491  -0.99
H: 3.833802 6.336257 -0.694966  0.20
H: 1.558282 5.355499 -0.228030  0.21
H: 3.237481 1.413286 -0.072179  0.21
H: 5.542050 2.372445 -0.442498  0.20

Atoms 1-2, force components in eV/Å:
Al 1.864 0.079 -0.613
Cl -0.078 -0.039 0.003

***

No. 3
Entry from OMol25: one molecule with the formula C3H8NOP at a distorted geometry (the ωB97M-V functional and the def2-TZVPD basis).

Gap between HOMO and LUMO: 9.82 eV
M: 105.08 g/mol
HOMO level: -0.3222 hartree
Relative energy (zero: lowest compared OMol25 entry of this formula, charge and spin): 87.6 kcal/mol
LUMO: 1.052 eV

Last column: natural (NBO) charge in e.
Geometry (Å):
C: -0.579913 -0.853182 -0.354800  0.22
C: 1.586460 0.336055 -0.107576  -0.59
C: 0.849379 -0.986734 0.080475  -0.44
N: -1.728337 -0.317115 0.488922  -0.44
O: -1.594252 -1.698444 0.146580  -0.38
P: -3.008686 0.493894 -0.334266  0.47
H: -0.717868 -0.621149 -1.402805  0.16
H: 1.275541 1.077988 0.587380  0.21
H: 1.285519 0.626433 -1.149621  0.20
H: 2.727011 0.042612 -0.064208  0.21
H: 0.989122 -1.413702 1.050190  0.22
H: 1.322190 -1.599934 -0.559481  0.21
H: -2.910900 1.488222 0.582146  -0.04
H: -4.047204 0.026489 0.534411  -0.03

Atoms 1-2, force components in eV/Å:
C -2.245 0.161 1.120
C 1.523 -1.592 -1.485

***

No. 4
Entry from OMol25: C37H38ClIrN2O2P as an isolated structure at a distorted geometry (the ωB97M-V functional and the def2-TZVPD basis).

Gap between HOMO and LUMO (spin up / spin down): 6.70 / 5.79 eV
M: 801.37 g/mol
Spin multiplicity: 2
<S²>: 0.7943
HOMO level (spin up / spin down): -0.4855 / -0.4857 hartree
Charge: +2
Relative energy (zero: lowest compared OMol25 entry of this formula, charge and spin): 11.5 kcal/mol
LUMO (spin up / spin down): -6.507 / -7.424 eV

Last column: Löwdin spin population.
Geometry (Å):
Ir: -0.363827 -0.267954 0.225057  0.02
Cl: 5.490360 0.511650 4.575007  0.00
C: 4.320419 0.278300 3.333406  0.00
C: 4.749348 -0.052013 2.024003  0.00
C: 3.847656 -0.250553 1.017998  0.00
C: 2.457494 -0.131658 1.259464  0.00
O: 1.646631 -0.317849 0.275053  0.00
C: 2.032337 0.208542 2.572327  0.00
C: 0.681945 0.397528 2.890733  0.00
O: -0.332218 0.255164 2.159592  0.00
C: 2.991485 0.412043 3.600380  0.00
H: 5.809852 -0.146150 1.830379  0.00
H: 4.167471 -0.500840 0.015811  0.00
H: 0.466346 0.710974 3.914691  0.00
H: 2.666455 0.681996 4.597424  0.00
N: -2.452206 -0.235265 -0.077772  0.00
C: -3.111260 1.071935 0.076585  0.00
C: -4.485449 1.135196 0.226672  0.00
C: -5.097128 2.378012 0.295577  0.00
C: -4.341582 3.540106 0.195478  0.00
C: -2.966312 3.463908 0.055483  0.00
C: -2.335991 2.221389 0.015984  0.00
P: -0.543862 2.011627 -0.071819  0.00
C: 0.000102 2.730952 -1.631260  0.00
C: -0.073813 1.968832 -2.794175  0.00
C: 0.244270 2.530370 -4.019792  0.00
C: 0.639085 3.859390 -4.088993  0.00
C: 0.709881 4.626245 -2.934953  0.00
C: 0.389508 4.068402 -1.707040  0.00
C: 0.209997 2.999151 1.228189  0.00
C: 1.591201 3.203162 1.166181  0.00
C: 2.246032 3.836592 2.210032  0.00
C: 1.529450 4.260970 3.321854  0.00
C: 0.156923 4.057560 3.387889  0.00
C: -0.505409 3.425162 2.345375  0.00
H: -2.941330 -0.929047 0.485983  0.00
H: -2.594465 -0.537634 -1.042674  0.00
H: -5.078973 0.229906 0.277907  0.00
H: -6.169873 2.439032 0.417514  0.00
H: -4.827800 4.505087 0.233449  0.00
H: -2.376493 4.370158 -0.012128  0.00
H: -0.392750 0.934547 -2.749276  0.00
H: 0.182632 1.937803 -4.922879  0.00
H: 0.888978 4.298979 -5.045149  0.00
H: 1.013142 5.662928 -2.989731  0.00
H: 0.446348 4.675965 -0.813351  0.00
H: 2.151802 2.889008 0.292588  0.00
H: 3.312190 4.011178 2.150421  0.00
H: 2.038994 4.766410 4.131536  0.00
H: -0.401558 4.399826 4.248905  0.00
H: -1.573577 3.261638 2.410506  0.00
C: 0.354355 -5.870170 -3.262098  -0.01
C: 0.326495 -4.451602 -2.767134  0.00
C: 0.660261 -3.394260 -3.618551  0.19
C: 0.637001 -2.053665 -3.203288  0.00
C: 0.987364 -0.949692 -4.160474  -0.01
C: 0.291154 -1.807795 -1.896595  0.12
C: -0.055541 -2.845806 -0.975781  0.04
C: -0.034511 -4.178359 -1.462841  0.14
N: -0.414962 -2.424602 0.246003  0.42
C: -0.894122 -3.351119 1.303179  0.03
C: -1.235980 -2.554078 2.560147  0.00
C: 0.221015 -4.328087 1.715572  0.02
C: -2.180822 -4.061795 0.857875  0.02
H: 0.627990 -5.918920 -4.313538  0.00
H: -0.621914 -6.341086 -3.143541  0.00
H: 1.076354 -6.460655 -2.697144  0.00
H: 0.942155 -3.615080 -4.640893  0.01
H: 1.354736 -1.351394 -5.102007  0.00
H: 1.755029 -0.296500 -3.744412  0.00
H: 0.111566 -0.338983 -4.382125  0.00
H: 0.325255 -0.741781 -1.560627  0.01
H: -0.307704 -5.003393 -0.827054  0.01
H: -0.336085 -2.177705 3.045332  0.00
H: -1.738677 -3.215360 3.264559  0.00
H: -1.903430 -1.712917 2.366275  0.00
H: 1.151760 -3.780790 1.873213  0.00
H: 0.412468 -5.123998 1.002601  0.00
H: -0.055723 -4.794850 2.660370  0.00
H: -3.001295 -3.344584 0.766053  0.00
H: -2.469595 -4.782336 1.622319  0.00
H: -2.097020 -4.587267 -0.089863  0.00

Atoms 1-2, force components in eV/Å:
Ir 1.175 0.172 0.217
Cl 0.076 0.013 0.010

***

No. 5
Entry from OMol25: one molecule with the formula C5H7N (the ωB97M-V functional and the def2-TZVPD basis).

Gap between HOMO and LUMO: 9.12 eV
M: 81.12 g/mol
HOMO level: -0.3070 hartree
Relative energy (zero: lowest compared OMol25 entry of this formula, charge and spin): 115.4 kcal/mol
LUMO: 0.764 eV

Last column: natural (NBO) charge in e.
Geometry (Å):
C: -2.468946 0.173777 -0.374944  -0.64
C: -1.016190 0.262484 -0.111951  -0.19
C: -0.243995 0.052670 0.957386  -0.22
C: 1.009192 -0.104221 0.548223  0.32
C: 2.300426 0.318211 0.040464  -0.30
N: 1.779889 -1.072946 -0.020948  -0.58
H: -2.773926 1.029491 -0.985474  0.21
H: -3.084142 0.088939 0.518922  0.21
H: -2.596683 -0.726072 -0.992875  0.22
H: -0.460081 0.400140 -1.048115  0.14
H: 3.053713 0.599916 0.763753  0.21
H: 2.367478 0.795615 -0.939351  0.21
H: 2.151309 -1.795592 0.581855  0.39

Atoms 1-2, force components in eV/Å:
C -0.267 0.053 0.090
C -0.154 -0.070 -0.348